The following is a DFT calculation (the ωB97M-V functional and the def2-TZVPD basis) of the ion C5H9IN with charge +1.

Bonds (Å) are listed after each position.
Positions of all 16 atoms, in Å:
1 C 1.20 -0.28 0.08  C5 1.480, C9 1.460, N15 1.456, C16 1.534
2 H 0.40 2.00 0.37  C5 1.115
3 H -3.82 1.19 1.67  C10 1.093
4 H 2.60 -1.39 1.23  C9 1.150
5 C 0.78 1.11 -0.19  C1 1.480, H2 1.115, H11 1.150, N15 1.503
6 H 1.12 -0.21 -2.21  C16 1.071
7 H 0.89 -1.86 1.69  C9 1.137
8 H -3.79 -0.66 2.29  C10 1.137
9 C 1.52 -0.99 1.31  C1 1.460, H4 1.150, H7 1.137, H14 1.120
10 C -3.58 0.14 1.51  H3 1.093, H8 1.137, I13 1.956
11 H 1.34 1.56 -1.09  C5 1.150
12 H 0.57 -1.79 -1.48  C16 1.094
13 I -2.63 -0.24 -0.16  C10 1.956, N15 2.537
14 H 1.66 -0.31 2.19  C9 1.120
15 N -0.12 -0.05 -0.50  C1 1.456, C5 1.503, I13 2.537, C16 1.406
16 C 0.79 -0.72 -1.34  C1 1.534, H6 1.071, H12 1.094, N15 1.406

Results
ΔE to the lowest compared entry with this formula, charge and spin	486.27	kJ/mol
highest occupied orbital energy (alpha / beta)	-13.67 / -13.67	eV
gap between HOMO and LUMO (alpha / beta)	7.450 / 7.450	eV
E_tot	-14909.231	eV
charge	+1
2S+1	1
lowest unoccupied orbital energy (alpha / beta)	-6.22 / -6.22	eV

---

The following is a DFT calculation (the ωB97M-V functional and the def2-TZVPD basis) of an isolated molecule of C4H7F2N.

Bonds (Å) are listed after each position.
Positions of all 14 atoms, in Å:
1 C 0.75 -0.61 0.05  C2 1.542, C10 1.594, H12 1.106, N14 1.433
2 C 0.73 0.93 0.03  C1 1.542, H7 1.120, C9 1.655, F13 1.450
3 H -1.46 1.04 -0.41  C9 1.018
4 F -1.56 -1.36 0.92  C10 1.359
5 H -0.34 -1.95 -0.82  N14 1.099
6 H -1.32 1.78 1.00  C9 1.059
7 H 1.19 1.33 0.96  C2 1.120
8 H 0.08 -0.35 -1.89  N14 1.200
9 C -0.88 1.01 0.42  C2 1.655, H3 1.018, H6 1.059, C10 1.557
10 C -0.57 -0.43 0.93  C1 1.594, F4 1.359, C9 1.557, H11 1.126
11 H -0.30 -0.29 2.01  C10 1.126
12 H 1.67 -1.01 0.51  C1 1.106
13 F 1.26 1.69 -1.09  C2 1.450
14 N 0.43 -1.26 -1.19  C1 1.433, H5 1.099, H8 1.200

Results
ΔE to the lowest compared entry with this formula, charge and spin	186.94	kJ/mol
highest occupied orbital energy	-9.74	eV
gap between HOMO and LUMO	10.565	eV
E_tot	-11183.961	eV
SMILES	N[C@@H]1[C@H](F)C[C@@H]1F
2S+1	1
lowest unoccupied orbital energy	0.83	eV

---

The following is a DFT calculation (the ωB97M-V functional and the def2-TZVPD basis) of an isolated molecule of C6H10O.

Bonds (Å) are listed after each position.
Positions of all 17 atoms, in Å:
1 C 1.78 0.33 0.18  H2 1.086, H11 1.088, C12 1.505, C16 1.503
2 H 2.69 -0.27 0.15  C1 1.086
3 O -1.98 0.91 -2.01  C10 1.208
4 H -1.76 -1.76 -0.45  C8 1.099
5 H -1.86 -0.93 -2.81  C10 1.111
6 H -1.53 -0.11 1.23  C17 1.096
7 H 0.93 1.98 1.41  C12 1.087
8 C -1.09 -0.94 -0.73  H4 1.099, H9 1.100, C10 1.509, C17 1.532
9 H -0.17 -1.43 -1.08  C8 1.100
10 C -1.70 -0.26 -1.94  O3 1.208, H5 1.111, C8 1.509
11 H 1.56 0.85 -0.75  C1 1.088
12 C 1.40 1.00 1.47  C1 1.505, H7 1.087, H15 1.086, C16 1.500
13 H -0.90 1.04 0.07  C17 1.097
14 H 0.77 -1.12 1.51  C16 1.090
15 H 2.05 0.87 2.33  C12 1.086
16 C 0.61 -0.18 0.98  C1 1.503, C12 1.500, H14 1.090, C17 1.512
17 C -0.79 0.01 0.43  H6 1.096, C8 1.532, H13 1.097, C16 1.512

Results
ΔE to the lowest compared entry with this formula, charge and spin	73.09	kJ/mol
highest occupied orbital energy	-9.82	eV
gap between HOMO and LUMO	10.895	eV
E_tot	-8430.483	eV
SMILES	O=CCCC1CC1
2S+1	1
lowest unoccupied orbital energy	1.08	eV

---

The following is a DFT calculation (the ωB97M-V functional and the def2-TZVPD basis) of a cluster of 2 separate species, C11H24IN5O3P in total.

Bonds (Å) are listed after each position.
Positions of all 45 atoms, in Å:
1 P 3.13 -2.49 0.72  N4 1.786, I12 2.467, O31 1.734
2 C -3.22 -2.45 -0.19  N3 1.492, H13 1.150, H26 1.148, H37 1.138
3 N -1.88 -1.79 -0.29  C2 1.492, C20 1.465, C35 1.491
4 N 2.10 -1.51 1.80  P1 1.786, N32 1.362, C44 1.431
5 H 2.16 1.04 0.24  C36 1.152
6 H 1.38 -0.42 -0.53  C36 1.140
7 N 2.37 -2.93 3.88  H11 1.033, H21 1.021, C44 1.344
8 H 0.12 0.90 2.94  C18 1.131
9 H -0.07 5.82 -3.00  C24 1.094
10 C -0.04 1.27 0.19  C28 1.593, H30 1.148, C36 1.594, H39 1.160
11 H 2.49 -3.83 3.40  N7 1.033
12 I 4.42 -1.08 -0.84  P1 2.467
13 H -3.60 -2.39 0.89  C2 1.150
14 H 0.30 4.85 -0.70  C22 1.095
15 H -1.37 -1.81 -3.09  C43 1.144
16 H 0.46 3.51 -2.57  O29 0.966
17 H -3.04 -0.10 -0.97  C35 1.149
18 C 0.78 -0.02 2.88  H8 1.131, N19 1.450, N32 1.443
19 N 1.09 -0.98 3.92  C18 1.450, C44 1.440
20 C -0.91 -2.59 -1.04  N3 1.465, O40 1.261, C43 1.589
21 H 2.58 -2.93 4.88  N7 1.021
22 C -0.57 4.57 -1.31  H14 1.095, C24 1.515, O29 1.426, H33 1.092
23 H -0.95 -3.60 -3.10  C43 1.132
24 C -0.90 5.66 -2.31  H9 1.094, C22 1.515, H41 1.092, H42 1.093
25 H -1.46 -0.11 1.40  C28 1.135
26 H -3.07 -3.57 -0.40  C2 1.148
27 H 0.37 -2.28 -2.85  C43 1.150
28 C -1.43 0.54 0.46  C10 1.593, H25 1.135, C35 1.610, H45 1.152
29 O -0.29 3.35 -1.99  H16 0.966, C22 1.426
30 H 0.09 2.23 0.80  C10 1.148
31 O 4.35 -3.26 1.69  P1 1.734, H38 0.993
32 N 1.37 -0.38 1.62  N4 1.362, C18 1.443, C36 1.489
33 H -1.42 4.40 -0.64  C22 1.092
34 H -1.38 -0.15 -1.71  C35 1.136
35 C -1.95 -0.38 -0.76  N3 1.491, H17 1.149, C28 1.610, H34 1.136
36 C 1.25 0.34 0.32  H5 1.152, H6 1.140, C10 1.594, N32 1.489
37 H -4.01 -2.04 -0.90  C2 1.138
38 H 4.90 -2.50 1.99  O31 0.993
39 H -0.07 1.62 -0.92  C10 1.160
40 O -0.19 -3.38 -0.36  C20 1.261
41 H -1.12 6.60 -1.80  C24 1.092
42 H -1.76 5.38 -2.92  C24 1.093
43 C -0.71 -2.61 -2.62  H15 1.144, C20 1.589, H23 1.132, H27 1.150
44 C 1.92 -1.88 3.17  N4 1.431, N7 1.344, N19 1.440
45 H -2.22 1.37 0.60  C28 1.152

Results
highest occupied orbital energy	-11.76	eV
gap between HOMO and LUMO	7.901	eV
E_tot	-42769.627	eV
charge	+1
2S+1	1
lowest unoccupied orbital energy	-3.86	eV

---

The following is a DFT calculation (the ωB97M-V functional and the def2-TZVPD basis) of an isolated molecule of C2H4N2O3.

Bonds (Å) are listed after each position.
Positions of all 11 atoms, in Å:
1 C 1.03 -0.48 0.14  O2 1.341, N8 1.314, O9 1.347
2 O 1.42 -0.49 -1.14  C1 1.341, H4 0.968
3 N -1.86 1.09 -0.09  H5 1.015, H6 1.013, C7 1.711
4 H 2.38 -0.62 -1.17  O2 0.968
5 H -2.19 1.41 -1.00  N3 1.015
6 H -1.65 1.76 0.64  N3 1.013
7 C -1.18 -0.48 -0.12  N3 1.711, N8 1.300, O10 1.188
8 N -0.14 -0.06 0.54  C1 1.314, C7 1.300
9 O 2.09 -0.37 0.96  C1 1.347, H11 0.969
10 O -1.68 -1.42 -0.64  C7 1.188
11 H 1.77 -0.36 1.87  O9 0.969

Results
ΔE to the lowest compared entry with this formula, charge and spin	273.07	kJ/mol
highest occupied orbital energy	-8.43	eV
gap between HOMO and LUMO	8.570	eV
E_tot	-11259.737	eV
SMILES	NC(=O)N=C(O)O
2S+1	1
lowest unoccupied orbital energy	0.14	eV

---

The following is a DFT calculation (the ωB97M-V functional and the def2-TZVPD basis) of a cluster of 5 separate species, H10O5 in total.

Bonds (Å) are listed after each position.
Positions of all 15 atoms, in Å:
1 H -1.60 2.46 1.28  O14 0.957
2 H -2.37 3.81 -1.03  O4 0.957
3 O 0.51 -0.40 0.06  H5 0.957, H7 0.957
4 O -1.63 3.41 -1.49  H2 0.957, H9 0.957
5 H 0.19 -0.89 0.83  O3 0.957
6 H -2.48 1.24 1.09  O14 0.957
7 H 0.12 0.47 0.15  O3 0.957
8 O 1.87 -1.57 -1.96  H12 0.957, H15 0.957
9 H -1.62 2.51 -1.17  O4 0.957
10 H 2.41 -4.05 1.74  O11 0.957
11 O 2.28 -3.12 1.87  H10 0.957, H13 0.957
12 H 1.63 -0.95 -1.27  O8 0.957
13 H 1.34 -2.99 1.73  O11 0.957
14 O -1.77 1.73 0.68  H1 0.957, H6 0.957
15 H 1.08 -1.65 -2.49  O8 0.957

Results
ΔE to the lowest compared entry with this formula, charge and spin	131.16	kJ/mol
highest occupied orbital energy (alpha / beta)	-15.22 / -13.88	eV
gap between HOMO and LUMO (alpha / beta)	11.635 / 2.295	eV
E_tot	-10388.464	eV
charge	+1
2S+1	2
lowest unoccupied orbital energy (alpha / beta)	-3.58 / -11.59	eV

---

The following is a DFT calculation (the ωB97M-V functional and the def2-TZVPD basis) of a cluster of 4 separate species, C20H39NO11P in total.

Bonds (Å) are listed after each position.
Positions of all 72 atoms, in Å:
1 P 0.93 -2.30 -3.96  O6 1.751, H12 1.443, O45 1.760, C53 1.884, H60 1.448, C67 1.895
2 H -0.10 -2.90 -6.90  C35 1.101
3 H -2.80 2.44 6.70  C51 1.088
4 H -0.18 5.74 1.78  C59 1.091
5 H 3.56 -6.24 1.47  C63 1.089
6 O 0.82 -1.64 -5.58  P1 1.751, C35 1.398
7 C -0.22 7.23 6.38  H21 1.086, H54 1.088, H61 1.089, O72 1.429
8 O -2.24 5.99 7.57  C55 1.204
9 C 0.82 -5.85 0.67  O10 1.345, O13 1.200, O68 1.326
10 O 0.85 -6.68 1.73  C9 1.345, C64 1.432
11 H -0.48 0.38 -4.34  C20 1.087
12 H 0.83 -3.62 -4.55  P1 1.443
13 O 1.60 -5.87 -0.24  C9 1.200
14 O 0.60 3.64 0.33  C23 1.334, C27 1.434
15 H -0.37 -4.44 -1.18  C32 1.087
16 C -1.32 -2.63 -5.14  H22 1.094, C35 1.544, C38 1.540, O45 1.393
17 H -5.10 3.36 6.65  C50 1.090
18 O 1.47 3.68 -1.64  C23 1.328, C62 1.430
19 H -1.27 -3.51 0.03  C32 1.086
20 C -0.03 0.37 -3.35  H11 1.087, H24 1.088, H34 1.096, C53 1.530
21 H 0.71 7.43 5.87  C7 1.086
22 H -1.41 -3.71 -5.22  C16 1.094
23 C 1.74 3.83 -0.34  O14 1.334, O18 1.328, O52 1.206
24 H -0.78 0.11 -2.61  C20 1.088
25 H -2.73 -1.00 -5.40  C38 1.088
26 H 1.60 3.27 2.11  C27 1.089
27 C 0.71 3.78 1.76  O14 1.434, H26 1.089, H43 1.088, C59 1.513
28 H 2.89 4.91 -2.51  C62 1.090
29 H 1.52 -0.62 -2.25  C53 1.091
30 H 0.48 -3.28 -0.13  C32 1.087
31 C -3.52 -2.48 -4.07  C38 1.491, N40 1.270, H42 1.091
32 C -0.33 -4.00 -0.18  H15 1.087, H19 1.086, H30 1.087, O68 1.441
33 H -0.79 -1.29 -6.83  C35 1.094
34 H 0.29 1.40 -3.14  C20 1.096
35 C -0.35 -2.08 -6.21  H2 1.101, O6 1.398, C16 1.544, H33 1.094
36 O -1.85 4.16 6.29  C51 1.437, C55 1.331
37 H 2.02 -8.06 0.73  C64 1.090
38 C -2.75 -2.08 -5.28  C16 1.540, H25 1.088, C31 1.491, H65 1.090
39 H 4.01 -7.76 2.25  C63 1.091
40 N -4.00 -3.65 -3.96  C31 1.270, H57 1.018
41 H 1.59 5.75 1.82  C59 1.090
42 H -3.64 -1.75 -3.27  C31 1.091
43 H -0.16 3.26 2.15  C27 1.088
44 H 1.62 -8.41 2.41  C64 1.089
45 O -0.82 -2.22 -3.91  P1 1.760, C16 1.393
46 H 2.26 3.57 -3.49  C62 1.086
47 H -4.24 3.81 5.17  C50 1.090
48 C 4.00 -2.80 -4.03  C67 1.211, H70 1.062
49 H 1.98 -0.10 -3.86  C53 1.090
50 C -4.28 3.95 6.25  H17 1.090, H47 1.090, C51 1.513, H66 1.089
51 C -2.98 3.50 6.88  H3 1.088, O36 1.437, C50 1.513, H56 1.089
52 O 2.81 4.09 0.14  C23 1.206
53 C 1.18 -0.56 -3.28  P1 1.884, C20 1.530, H29 1.091, H49 1.090
54 H -0.10 7.36 7.45  C7 1.088
55 C -1.62 5.40 6.73  O8 1.204, O36 1.331, O72 1.333
56 H -2.97 3.67 7.96  C51 1.089
57 H -4.45 -3.76 -3.05  N40 1.018
58 H 0.68 5.31 3.27  C59 1.091
59 C 0.70 5.24 2.18  H4 1.091, C27 1.513, H41 1.090, H58 1.091
60 H 0.96 -2.85 -2.62  P1 1.448
61 H -0.99 7.91 6.01  C7 1.089
62 C 2.59 3.87 -2.50  O18 1.430, H28 1.090, H46 1.086, H69 1.087
63 C 3.23 -7.00 2.18  H5 1.089, H39 1.091, C64 1.514, H71 1.091
64 C 1.93 -7.62 1.72  O10 1.432, H37 1.090, H44 1.089, C63 1.514
65 H -3.22 -2.56 -6.14  C38 1.090
66 H -4.47 5.00 6.46  C50 1.089
67 C 2.81 -2.56 -4.02  P1 1.895, C48 1.211
68 O -0.19 -5.01 0.84  C9 1.326, C32 1.441
69 H 3.43 3.24 -2.19  C62 1.087
70 H 4.98 -3.15 -3.82  C48 1.062
71 H 3.10 -6.53 3.15  C63 1.091
72 O -0.57 5.88 6.06  C7 1.429, C55 1.333

Results
highest occupied orbital energy	-4.43	eV
gap between HOMO and LUMO	6.356	eV
E_tot	-54672.511	eV
charge	-1
2S+1	1
lowest unoccupied orbital energy	1.92	eV